No. 1
Formula: C6H12N2
Source: the OMol25 dataset
Level of theory: ωB97M-V with the def2-TZVPD basis set

Summary:
max |F|	10.4	eV Å⁻¹
SMILES	Cc1c[nH]cn1.CC
HOMO energy	-0.306	Ha
total charge	0
energy relative to the best compared isomer or geometry (same formula, charge and spin)	2.252	eV
lowest unoccupied orbital energy	0.9	eV

Each line ends with the Löwdin charge.
Atoms and positions in Å:
C -1.51 1.35 0.53  -0.176
C -2.81 1.66 1.19  -0.181
H -0.60 1.65 1.03  0.060
H -1.42 0.28 0.38  0.048
H -1.53 1.91 -0.40  0.067
H -3.52 2.10 0.45  0.090
H -2.66 2.17 2.08  0.035
H -3.31 0.88 1.67  0.041
C 2.68 0.56 -0.22  -0.061
C 0.06 -1.67 -1.56  -0.161
C 1.74 -0.66 -0.64  -0.345
C 1.63 -1.95 0.00  -0.059
N 0.66 -0.39 -1.51  0.063
N 0.50 -2.61 -0.60  0.057
H -0.74 -1.80 -2.40  0.133
H 0.18 -3.42 -0.35  0.057
H 2.21 -2.52 0.75  0.107
H 3.76 0.27 -0.32  0.070
H 2.36 0.80 0.84  0.069
H 2.34 1.40 -0.93  0.084

No. 2
Formula: C74H144F24N12O22S8
Source: the OMol25 dataset
Level of theory: ωB97M-V with the def2-TZVPD basis set

Summary:
max |F|	9.0	eV Å⁻¹
HOMO energy	-0.504	Ha
total charge	+4
lowest unoccupied orbital energy	-10.8	eV

Each line ends with the Löwdin charge.
Atoms and positions in Å:
C 11.81 -28.82 -14.30  -0.087
C 11.30 -28.71 -15.76  -0.211
C 9.81 -29.04 -15.99  -0.158
C 9.38 -30.47 -15.65  -0.096
N 7.86 -30.64 -15.43  -0.200
C 7.39 -29.88 -14.24  -0.131
C 6.50 -28.75 -14.67  -0.099
C 5.95 -29.27 -16.07  -0.081
C 7.06 -30.19 -16.60  -0.095
C 7.56 -32.17 -15.22  -0.107
C 8.04 -32.78 -13.93  -0.224
C 7.87 -34.35 -13.92  -0.047
H 11.42 -28.00 -13.67  0.073
H 12.90 -28.88 -14.15  0.056
H 11.40 -29.74 -13.88  0.049
H 11.96 -29.31 -16.40  0.089
H 11.38 -27.69 -16.13  0.111
H 9.48 -28.68 -16.96  0.120
H 9.33 -28.39 -15.25  0.110
H 9.94 -30.91 -14.83  0.105
H 9.53 -31.10 -16.52  0.137
H 6.88 -30.57 -13.58  0.120
H 8.29 -29.55 -13.73  0.126
H 5.75 -28.60 -13.89  0.124
H 7.06 -27.83 -14.80  0.111
H 4.98 -29.74 -16.00  0.122
H 5.89 -28.45 -16.79  0.124
H 6.73 -31.05 -17.16  0.139
H 7.76 -29.62 -17.23  0.118
H 7.75 -32.79 -16.09  0.148
H 6.48 -32.09 -15.10  0.142
H 7.58 -32.31 -13.06  0.103
H 9.12 -32.58 -13.86  0.089
H 8.52 -34.77 -14.70  0.074
H 6.86 -34.68 -14.13  0.084
H 8.18 -34.78 -12.96  0.068
C 21.55 -27.76 -19.84  -0.081
C 21.18 -28.84 -18.80  -0.262
C 22.38 -29.73 -18.60  -0.168
C 22.08 -31.14 -17.98  -0.095
N 23.24 -31.99 -17.61  -0.239
C 24.14 -31.33 -16.62  -0.112
C 25.28 -30.75 -17.38  -0.185
C 25.59 -31.75 -18.43  -0.102
C 24.15 -32.32 -18.78  -0.035
C 22.68 -33.30 -17.11  -0.106
C 21.71 -33.15 -15.90  -0.221
C 21.61 -34.43 -15.04  -0.067
H 22.39 -27.20 -19.43  0.086
H 20.72 -27.06 -19.94  0.077
H 21.81 -28.16 -20.83  0.093
H 20.34 -29.47 -19.13  0.116
H 20.87 -28.37 -17.86  0.090
H 23.17 -29.25 -18.02  0.101
H 22.78 -29.86 -19.61  0.115
H 21.41 -31.78 -18.56  0.151
H 21.60 -30.98 -17.01  0.098
H 24.55 -32.11 -15.96  0.151
H 23.57 -30.64 -16.01  0.131
H 26.08 -30.49 -16.69  0.139
H 24.99 -29.82 -17.86  0.109
H 26.24 -32.51 -17.97  0.133
H 26.12 -31.39 -19.31  0.131
H 24.14 -33.39 -18.92  0.128
H 23.70 -31.88 -19.67  0.127
H 23.54 -33.93 -16.87  0.146
H 22.17 -33.71 -17.98  0.139
H 20.72 -32.82 -16.24  0.101
H 22.10 -32.35 -15.28  0.082
H 20.91 -34.39 -14.20  0.067
H 22.60 -34.74 -14.67  0.084
H 21.25 -35.21 -15.70  0.076
C 18.19 -33.47 -10.96  -0.025
C 19.26 -32.65 -10.25  -0.321
C 20.59 -32.86 -10.88  -0.232
O 21.53 -32.01 -10.30  -0.185
C 22.87 -32.22 -10.79  -0.048
N 18.96 -31.19 -10.29  0.210
H 18.45 -30.86 -11.14  0.083
H 18.39 -30.91 -9.40  0.121
H 19.83 -30.66 -10.26  0.125
H 18.46 -34.53 -10.94  0.101
H 18.00 -33.17 -12.00  0.081
H 17.26 -33.36 -10.40  0.055
H 19.29 -32.93 -9.20  0.158
H 20.51 -32.72 -11.98  0.129
H 20.87 -33.90 -10.69  0.149
H 23.57 -31.52 -10.33  0.090
H 22.88 -32.13 -11.90  0.087
H 23.16 -33.27 -10.54  0.104
C 14.04 -30.92 -18.67  0.001
C 15.49 -30.77 -18.19  -0.349
C 15.98 -29.34 -18.11  -0.183
O 17.28 -29.44 -17.53  -0.210
C 17.91 -28.14 -17.23  -0.030
N 15.63 -31.41 -16.91  0.187
H 16.61 -31.39 -16.60  0.129
H 15.11 -30.84 -16.23  0.130
H 15.21 -32.43 -16.88  0.119
H 13.40 -30.49 -17.88  0.069
H 13.76 -31.97 -18.81  0.076
H 13.84 -30.35 -19.58  0.102
H 16.18 -31.30 -18.85  0.167
H 15.32 -28.70 -17.48  0.137
H 15.98 -28.92 -19.12  0.148
H 18.88 -28.27 -16.76  0.058
H 17.25 -27.57 -16.57  0.073
H 18.00 -27.59 -18.18  0.104
C 9.02 -27.71 -7.19  0.008
C 10.38 -27.66 -7.81  -0.452
C 11.44 -28.32 -6.90  -0.119
C 12.71 -28.84 -7.48  -0.178
C 12.37 -29.77 -8.59  -0.114
C 11.55 -29.14 -9.74  -0.397
N 10.49 -28.24 -9.17  0.066
O 9.43 -28.09 -9.97  0.147
C 11.08 -30.18 -10.74  -0.008
C 12.40 -28.02 -10.47  0.010
C 10.78 -26.20 -8.16  0.030
H 8.70 -28.75 -7.06  0.112
H 8.23 -27.12 -7.64  0.100
H 9.19 -27.34 -6.18  0.120
H 10.99 -29.13 -6.30  0.148
H 11.69 -27.53 -6.21  0.140
H 13.29 -29.34 -6.69  0.124
H 13.37 -28.03 -7.82  0.125
H 11.80 -30.64 -8.18  0.145
H 13.28 -30.21 -9.03  0.129
H 11.99 -30.65 -11.14  0.093
H 10.56 -29.71 -11.56  0.063
H 10.46 -30.97 -10.31  0.097
H 13.26 -28.47 -10.96  0.092
H 12.80 -27.34 -9.71  0.060
H 11.82 -27.46 -11.21  0.089
H 11.83 -26.02 -8.42  0.085
H 10.53 -25.58 -7.30  0.117
H 10.12 -25.89 -8.97  0.102
C 13.97 -24.15 -14.74  0.031
C 15.08 -25.04 -14.10  -0.461
C 16.40 -24.38 -14.16  -0.123
C 16.63 -23.16 -13.26  -0.128
C 16.54 -23.65 -11.87  -0.142
C 15.20 -24.22 -11.41  -0.439
N 14.67 -25.12 -12.63  0.136
O 13.71 -25.96 -12.34  0.120
C 14.12 -23.19 -11.39  0.006
C 15.33 -24.96 -10.13  0.004
C 15.09 -26.40 -14.73  -0.009
H 14.12 -24.00 -15.81  0.119
H 13.90 -23.18 -14.27  0.078
H 13.02 -24.66 -14.58  0.092
H 16.50 -24.07 -15.20  0.140
H 17.21 -25.12 -14.01  0.121
H 15.91 -22.35 -13.44  0.128
H 17.62 -22.72 -13.46  0.133
H 16.68 -22.87 -11.11  0.149
H 17.36 -24.37 -11.72  0.127
H 13.98 -22.70 -12.34  0.081
H 14.61 -22.43 -10.77  0.123
H 13.16 -23.43 -10.91  0.116
H 16.14 -25.69 -10.11  0.102
H 14.40 -25.37 -9.76  0.082
H 15.61 -24.17 -9.43  0.124
H 14.16 -26.92 -14.50  0.074
H 15.96 -26.98 -14.42  0.060
H 15.14 -26.23 -15.81  0.112
C 22.83 -28.05 -10.30  -0.023
C 23.10 -27.08 -11.38  -0.460
C 23.37 -27.80 -12.73  -0.110
C 23.24 -27.06 -14.07  -0.131
C 21.85 -26.46 -14.10  -0.118
C 21.44 -25.54 -12.92  -0.439
N 21.88 -26.20 -11.66  0.103
O 21.12 -26.01 -10.62  0.162
C 19.99 -25.23 -12.99  -0.015
C 22.33 -24.26 -12.98  0.048
C 24.29 -26.19 -11.01  0.021
H 22.01 -28.71 -10.56  0.076
H 22.70 -27.62 -9.31  0.105
H 23.76 -28.63 -10.31  0.112
H 22.70 -28.68 -12.77  0.113
H 24.37 -28.21 -12.53  0.130
H 23.50 -27.72 -14.91  0.119
H 23.94 -26.22 -14.14  0.114
H 21.08 -27.21 -14.26  0.092
H 21.80 -25.78 -14.96  0.140
H 19.86 -24.30 -12.42  0.108
H 19.42 -26.04 -12.52  0.075
H 19.66 -25.08 -14.02  0.101
H 21.94 -23.76 -13.88  0.102
H 23.37 -24.49 -13.18  0.081
H 22.24 -23.54 -12.17  0.119
H 25.15 -26.83 -10.86  0.107
H 24.08 -25.71 -10.06  0.109
H 24.58 -25.43 -11.73  0.091
C 10.85 -35.74 -10.09  0.005
C 12.21 -35.24 -10.44  -0.517
C 13.16 -35.46 -9.24  -0.092
C 14.67 -35.40 -9.47  -0.148
C 15.03 -36.42 -10.54  -0.118
C 14.37 -36.25 -11.91  -0.407
N 12.84 -35.88 -11.61  0.126
O 12.05 -36.16 -12.63  0.173
C 14.50 -37.45 -12.79  0.005
C 14.89 -34.98 -12.60  -0.006
C 12.11 -33.83 -10.88  -0.007
H 10.47 -35.15 -9.25  0.119
H 10.95 -36.79 -9.76  0.118
H 10.18 -35.70 -10.92  0.085
H 12.98 -36.49 -8.90  0.137
H 12.73 -34.82 -8.47  0.135
H 15.28 -35.58 -8.58  0.136
H 14.96 -34.42 -9.84  0.086
H 14.92 -37.44 -10.14  0.141
H 16.08 -36.33 -10.81  0.129
H 14.04 -37.37 -13.78  0.100
H 14.26 -38.41 -12.32  0.117
H 15.57 -37.43 -12.94  0.112
H 15.90 -35.16 -12.97  0.112
H 14.93 -34.16 -11.90  0.049
H 14.28 -34.70 -13.45  0.084
H 13.02 -33.44 -11.34  0.078
H 11.96 -33.28 -9.94  0.105
H 11.26 -33.65 -11.54  0.103
C 16.03 -32.27 -7.72  -0.669
F 15.40 -31.97 -8.89  0.076
F 15.15 -32.98 -7.04  0.150
F 17.02 -33.07 -8.03  0.127
S 16.70 -30.80 -6.75  0.521
O 15.56 -29.99 -6.50  -0.292
O 17.44 -31.37 -5.70  -0.226
N 17.64 -30.18 -7.83  -0.314
S 17.80 -28.49 -7.45  0.625
O 16.64 -27.86 -7.91  -0.269
O 18.26 -28.37 -6.13  -0.213
C 19.11 -27.86 -8.52  -0.607
F 19.31 -26.61 -8.30  0.197
F 20.32 -28.49 -8.55  0.116
F 18.70 -27.94 -9.90  0.016
C 17.19 -34.58 -16.70  -0.643
F 18.20 -35.37 -16.67  0.196
F 17.25 -33.88 -15.52  0.068
F 17.49 -33.64 -17.67  0.075
S 15.57 -35.35 -17.03  0.503
O 15.62 -35.73 -18.39  -0.218
O 15.47 -36.32 -16.01  -0.264
N 14.62 -34.13 -16.79  -0.312
S 12.98 -34.63 -17.04  0.632
O 12.48 -34.23 -18.30  -0.231
O 12.84 -35.94 -16.57  -0.246
C 12.05 -33.59 -15.79  -0.600
F 10.76 -33.55 -16.00  0.156
F 12.23 -34.03 -14.53  0.092
F 12.51 -32.27 -15.79  0.052
C 15.35 -31.25 -12.96  -0.690
F 14.20 -31.05 -13.58  0.130
F 15.95 -32.23 -13.57  0.159
F 15.04 -31.64 -11.72  0.134
S 16.27 -29.64 -13.12  0.637
O 15.62 -28.72 -12.26  -0.247
O 16.28 -29.48 -14.51  -0.285
N 17.87 -29.93 -12.61  -0.286
S 18.94 -29.04 -13.26  0.497
O 20.00 -28.80 -12.34  -0.259
O 18.40 -27.96 -14.00  -0.268
C 19.69 -30.13 -14.58  -0.604
F 20.48 -31.11 -14.09  0.101
F 20.50 -29.38 -15.34  0.101
F 18.80 -30.73 -15.39  0.132
C 20.03 -22.51 -16.58  -0.651
F 20.89 -23.38 -17.05  0.122
F 19.25 -22.16 -17.58  0.130
F 19.17 -23.31 -15.82  0.008
S 20.81 -21.12 -15.55  0.408
O 20.16 -21.27 -14.29  -0.324
O 22.18 -21.50 -15.58  -0.293
N 20.37 -19.92 -16.25  -0.284
S 21.43 -19.50 -17.54  0.674
O 22.56 -18.82 -17.06  -0.246
O 21.57 -20.68 -18.32  -0.284
C 20.50 -18.22 -18.63  -0.707
F 21.14 -18.12 -19.77  0.174
F 19.26 -18.59 -18.87  0.155
F 20.50 -17.04 -18.08  0.174

No. 3
Formula: C8H13CrN4O7
Source: the OMol25 dataset
Level of theory: ωB97M-V with the def2-TZVPD basis set

Summary:
max |F|	2.1	eV Å⁻¹
multiplicity	2
HOMO energy (spin up / spin down)	-0.593 / -0.593	Ha
total charge	+2
<S²>	0.85
energy relative to the best compared isomer or geometry (same formula, charge and spin)	1.950	eV
lowest unoccupied orbital energy (spin up / spin down)	-9.5 / -9.1	eV

Each line ends with the Löwdin charge.
Atoms and positions in Å:
Cr -0.49 0.08 0.02  1.264
C 2.85 2.51 -0.13  0.033
C 2.79 1.03 -0.07  -0.273
N 1.73 0.21 -0.04  0.089
C 2.24 -1.08 -0.02  -0.122
C 3.60 -1.04 -0.02  -0.025
N 3.91 0.29 -0.06  0.217
C 4.71 -2.06 0.00  -0.454
O 4.37 -3.32 0.02  0.200
O 5.83 -1.64 -0.01  0.175
C 1.26 -2.16 0.00  -0.448
O 1.49 -3.33 0.01  0.199
O 0.04 -1.59 0.02  -0.144
H 1.88 2.94 -0.32  0.062
H 3.54 2.82 -0.91  0.110
H 3.24 2.91 0.81  0.112
H 4.87 0.62 -0.07  0.201
H 3.41 -3.51 0.01  0.101
C -5.82 0.97 -0.05  0.036
O -4.43 1.39 -0.07  0.081
C -3.47 0.54 -0.04  -0.499
O -2.28 0.96 -0.06  -0.067
N -3.67 -0.78 0.00  0.079
N -2.51 -1.54 0.01  0.071
H -6.39 1.88 -0.05  0.118
H -6.03 0.41 0.86  0.114
H -6.06 0.39 -0.94  0.115
H -4.59 -1.21 0.01  0.174
H -2.45 -2.13 -0.81  0.140
H -2.46 -2.13 0.84  0.140
O -0.17 2.20 0.26  -0.051
H -0.29 2.59 1.14  0.128
H -0.64 2.78 -0.35  0.122

No. 4
Formula: C9H11N3O
Source: the OMol25 dataset
Level of theory: ωB97M-V with the def2-TZVPD basis set

Summary:
max |F|	4.4	eV Å⁻¹
HOMO energy	-0.231	Ha
total charge	0
energy relative to the best compared isomer or geometry (same formula, charge and spin)	4.708	eV
lowest unoccupied orbital energy	-0.1	eV

Each line ends with the Löwdin charge.
Atoms and positions in Å:
C 0.58 -0.51 2.70  -0.048
C 0.36 -1.59 1.85  -0.049
C 0.08 0.92 0.86  -0.024
C 0.38 0.79 2.22  -0.361
C -0.01 -0.13 0.01  -0.186
C 0.21 -1.51 0.45  -0.464
C 0.89 0.88 -2.69  0.009
C 0.59 -0.57 -2.47  -0.001
C -1.73 -0.31 -1.52  -0.014
N -0.04 1.32 -1.90  0.164
N 0.68 1.99 2.87  0.052
N -0.31 0.02 -1.40  -0.246
O 0.13 -2.52 -0.29  -0.082
H 0.76 -0.81 3.80  0.129
H 0.52 -2.61 2.33  0.128
H -0.09 1.96 0.38  0.136
H 1.60 1.54 -3.16  0.121
H 0.02 -1.14 -3.16  0.122
H 1.22 -1.36 -2.04  0.133
H -2.17 -0.23 -2.56  0.115
H -2.11 -1.34 -1.31  0.127
H -2.39 0.29 -0.93  0.098
H 0.09 2.11 3.68  0.085
H 0.75 2.79 2.29  0.055

Respective energy values: -345.24510, -10798.80011, -2102.24736, -588.87875 hartree.